Entry from the Open Molecules 2025 dataset: 40 unconnected molecules or ions with the total composition H80O40 at a distorted geometry (wB97M-V/def2-TZVPD).

```
120
Properties=species:S:1:pos:R:3
O -3.43 2.60 -4.66
O 2.75 -1.05 0.57
O -1.73 0.96 3.81
O 2.55 3.81 -1.02
O -3.27 -0.10 -2.13
O 0.08 -0.75 5.69
O 3.16 3.35 -3.95
O 0.77 -2.88 -0.12
O -0.13 -0.62 1.96
O -2.91 -3.81 -0.73
O -0.95 3.62 2.67
O -0.45 2.65 -3.79
O -5.95 -0.42 -2.26
O 1.68 6.71 1.00
O -3.67 -1.17 2.74
O 6.00 -0.28 0.04
O -5.39 -1.89 -0.13
O 3.67 1.13 -0.38
O -0.71 -4.81 -2.00
O 1.39 -4.11 -3.09
O 3.71 -2.79 3.92
O 2.26 1.17 5.49
O 1.31 4.15 1.32
O -3.60 2.81 1.94
O 1.47 -1.24 -3.81
O -4.51 1.06 -0.13
O 4.47 1.27 -3.00
O -1.30 -2.93 5.04
O 1.17 1.67 0.74
O -2.28 -0.77 0.25
O -0.50 3.41 -1.27
O -1.77 -0.26 -4.89
O 0.65 0.27 -1.36
O -1.19 -1.76 -2.00
O 2.57 2.35 3.03
O 4.72 -2.57 -2.22
O -1.66 -5.30 1.48
O -3.72 3.79 -0.78
O 3.69 -4.38 -1.12
O 1.31 -2.58 2.85
H -2.91 3.39 -0.48
H -1.02 3.35 -4.12
H 2.90 -4.17 -0.63
H 5.22 0.72 -2.74
H 1.95 -2.09 -3.88
H 2.96 1.71 -0.08
H 0.44 3.61 -1.33
H 1.10 5.93 0.88
H -1.97 1.34 4.66
H 1.01 -0.51 5.57
H 0.66 -2.38 3.53
H 1.76 -2.72 -0.13
H -2.84 -4.15 -1.63
H -0.75 1.80 -4.15
H -3.66 4.41 -1.51
H -1.76 3.10 2.74
H 3.43 4.05 -0.68
H 4.25 -4.72 -0.40
H 3.82 -2.66 -1.96
H -0.09 -0.59 6.62
H -0.22 3.00 2.57
H 5.21 -3.18 -2.76
H 0.99 -1.64 -3.05
H -2.50 0.01 0.76
H 1.30 3.32 0.76
H 5.39 0.45 -0.11
H -2.86 -4.60 -0.15
H 3.00 -3.31 4.31
H 2.02 -4.82 -2.87
H -1.02 -1.99 4.93
H -2.79 -1.52 2.95
H -5.15 1.77 -0.16
H -3.94 1.13 -0.92
H 1.05 -0.59 -1.47
H 1.60 -1.66 2.76
H -6.19 -0.93 -3.04
H 0.43 4.37 1.67
H -1.23 -1.13 -1.22
H -4.14 -1.96 2.46
H 2.16 3.17 2.68
H 2.02 4.31 -0.35
H 2.22 3.37 -4.08
H 6.87 0.02 0.29
H -2.32 -0.35 -4.09
H -0.42 -1.07 1.18
H -2.97 -1.43 0.13
H -0.83 -4.88 1.20
H 3.42 3.27 -3.04
H -0.56 0.16 2.32
H -0.35 -4.37 -1.19
H -4.14 2.00 -4.90
H -5.47 -1.07 0.38
H -3.50 -0.90 -1.64
H -0.94 -4.00 -2.49
H 3.08 0.68 5.61
H -3.71 3.76 1.84
H -2.04 -1.94 -2.38
H -2.36 0.05 -1.84
H -0.66 3.05 -2.19
H 0.88 1.32 -0.14
H 3.18 2.20 2.30
H -0.88 -0.29 -4.50
H -2.74 2.07 -5.09
H 3.54 0.52 -1.10
H 4.66 1.48 -3.92
H 2.25 1.71 4.69
H 0.90 0.73 -2.18
H 0.91 -4.40 -3.88
H 1.89 6.48 1.92
H 4.52 -3.26 3.89
H -2.63 0.86 3.45
H -1.72 -4.83 2.33
H -4.10 2.33 1.24
H 3.67 -0.83 0.75
H 0.90 1.06 1.42
H 2.22 -0.37 1.01
H -5.44 0.31 -2.58
H -5.93 -2.56 0.28
H -2.22 -2.72 4.81
H 0.86 -2.08 0.47
```

Results
- energy relative to the best compared isomer or geometry (same formula, charge and spin) (kJ/mol) = 539.5
- 2S+1 = 2
- charge = +1
- gap between HOMO and LUMO (alpha / beta) (Eh) = 0.3187 / 0.0904
- E_HOMO (alpha / beta) (eV) = -12.30 / -12.30
- expectation value of S² = 0.758
- electronic energy (eV) = -83187.841
- strongest force on any atom (eV/Å) = 3.7